Here is a 6-piece molecular cluster, C16H32Cl2O5 overall at a distorted geometry from OMol25. Energies are from ωB97M-V/def2-TZVPD.

The geometry in XYZ format:
```
55
Properties=species:S:1:pos:R:3:forces:R:3
C 15.1766 -15.0858 23.7888 0.35 0.34 0.28
Cl 14.1313 -13.7367 24.3174 -0.09 -0.24 -0.21
Cl 16.8650 -14.5517 23.7833 0.27 0.05 -0.09
H 15.1293 -15.8757 24.5384 -0.39 -0.01 -0.52
H 14.9269 -15.3540 22.7623 -0.19 -0.18 0.47
C 10.3317 -20.4839 30.5393 -0.20 -0.13 -0.78
C 10.8431 -20.1380 29.1518 -0.55 -0.67 -0.81
O 10.1512 -20.4028 28.1603 1.45 0.61 1.49
C 12.1814 -19.3814 29.0802 -1.46 -0.63 -0.60
H 9.5318 -21.2146 30.4193 0.05 0.02 0.17
H 9.8951 -19.5545 30.9051 0.06 0.01 0.38
H 11.1051 -20.8563 31.2111 0.00 0.21 -0.02
H 12.1658 -18.6441 29.8828 0.30 0.23 -0.30
H 12.1608 -18.9867 28.0644 0.44 0.50 0.34
H 13.0399 -20.0458 29.1789 -0.11 -0.12 0.17
C 11.5840 -15.7304 27.0263 -0.32 0.69 -0.72
C 12.4720 -15.4251 28.1992 0.56 0.11 0.43
O 12.2778 -15.8102 29.3343 -0.54 -0.11 -0.52
C 13.7495 -14.6379 27.9331 -0.66 -0.57 0.09
H 11.5120 -16.7814 26.7466 -0.04 -0.06 0.45
H 11.9404 -15.2028 26.1416 0.23 -0.08 -0.04
H 10.5951 -15.3006 27.1861 -0.20 -0.37 0.32
H 13.9809 -14.5887 26.8691 0.30 -0.13 0.26
H 14.4228 -15.2296 28.5534 0.70 0.51 -0.33
H 13.6683 -13.6214 28.3180 -0.01 -0.06 0.13
C 12.5907 -26.1274 26.6636 1.01 0.44 0.94
C 13.3450 -24.8044 26.7202 -0.69 0.35 0.78
O 13.7433 -24.2661 27.7347 -0.17 -0.68 -0.35
C 13.4389 -24.1461 25.4042 0.46 -0.09 -1.07
H 12.8647 -26.6783 27.5634 -0.09 -0.35 -0.22
H 12.8958 -26.6046 25.7324 -0.36 -0.40 0.19
H 11.5207 -25.9245 26.7081 -0.02 -0.01 -0.30
H 14.4051 -24.3764 24.9553 0.50 0.32 0.28
H 13.3015 -23.0686 25.4950 -0.08 -0.17 -0.29
H 12.8058 -24.6664 24.6854 -0.62 0.62 0.05
C 11.4534 -18.4915 23.1038 0.24 -0.76 -1.42
C 12.5820 -18.6126 24.0995 0.25 1.78 1.50
O 13.5795 -17.9118 23.9800 -0.50 -0.74 -0.39
C 12.3762 -19.3690 25.4036 0.33 -0.47 -0.01
H 11.1246 -19.4799 22.7826 -0.17 -0.22 0.28
H 11.8391 -18.0374 22.1911 0.24 0.17 0.11
H 10.5498 -17.9259 23.3313 0.23 -0.01 0.84
H 12.2790 -20.4481 25.2844 -0.54 0.07 -0.28
H 11.5041 -18.9809 25.9298 -0.35 -0.23 -0.26
H 13.2056 -19.2716 26.1041 0.31 0.47 -0.41
C 9.2183 -23.3878 25.9497 0.60 0.34 0.19
C 9.3840 -22.2917 24.9035 0.12 -0.36 0.43
O 10.4969 -21.8940 24.6459 -0.39 0.28 -0.46
C 8.0939 -21.7832 24.2345 1.46 -0.25 -0.16
H 9.0509 -24.3375 25.4416 -0.67 -0.01 0.08
H 8.4811 -23.1023 26.7002 -0.44 -0.36 -0.30
H 10.1420 -23.5373 26.5087 0.20 0.31 -0.19
H 7.8577 -20.8148 24.6756 -0.51 -0.28 0.38
H 7.3537 -22.5806 24.3001 -0.35 0.55 0.13
H 8.3083 -21.5428 23.1932 0.04 -0.22 -0.08
```
Forces are in eV/Å.

Strongest force on any atom = 2.34 eV/A
M = 375.3 g mol⁻¹
Electronic energy = -52392.2130 eV
ΔE to the lowest compared entry with this formula, charge and spin = 12.6 kcal/mol
SMILES = CC(C)=O.CC(C)=O.CC(C)=O.CC(C)=O.CC(C)=O.ClCCl